# 1
Molecular formula: C29H36ClN4S3SbScSe2Si2
Method: DFT, ωB97M-V with the def2-TZVPD basis set

XYZ file:
```
79
Properties=species:S:1:pos:R:3:mulliken_charge:R:1
Sc -0.3535 -1.2821 0.9900 0.53
Se -1.6774 -0.0928 -1.4745 0.17
Se -1.1121 -2.8033 -2.6568 -0.38
C -1.7165 -3.6816 -1.1045 -0.11
C -2.8250 -4.5428 -1.1851 -0.87
C -3.1301 -5.3614 -0.1242 -0.12
C -2.2956 -5.3512 0.9918 -1.21
C -1.2728 -4.4302 1.0224 -0.47
N -1.0141 -3.5550 0.0371 0.50
C -0.0749 0.2991 -2.4628 0.17
C -0.0375 0.2648 -3.8519 -0.48
C 1.1669 0.5472 -4.4699 -0.47
C 2.2714 0.8528 -3.6845 -0.83
C 2.1184 0.8840 -2.3071 -0.51
N 0.9610 0.6201 -1.7099 0.42
H -3.4035 -4.5502 -2.0971 0.41
H -3.9911 -6.0201 -0.1623 0.34
H -2.4534 -6.0243 1.8238 0.42
H -0.6196 -4.3626 1.8829 0.85
H -0.9318 0.0084 -4.4036 0.51
H 1.2419 0.5317 -5.5507 0.39
H 3.2325 1.0674 -4.1348 0.43
H 2.9463 1.1185 -1.6440 0.50
C -0.7110 3.7741 1.5394 -1.53
Si -0.8905 2.0492 2.3853 0.77
C -0.3452 2.2525 4.1999 -1.23
C -2.7749 1.8634 2.4109 -1.24
N 0.0662 0.8342 1.5833 1.46
C 1.4410 1.0053 1.6365 0.55
C 2.0332 2.1997 2.0918 -0.63
C 3.4009 2.3872 2.2193 -1.33
C 4.2552 1.3454 1.9056 -1.20
C 3.7130 0.1605 1.4343 -0.68
C 2.3345 -0.0489 1.2358 0.71
N 1.8423 -1.2249 0.7031 1.10
Si 2.9162 -2.5109 0.3074 0.05
C 3.8915 -3.2075 1.7951 -1.16
C 4.1710 -2.0758 -1.0694 -1.24
C 2.0002 -3.9952 -0.4108 -0.90
H -0.6916 4.5587 2.3039 0.46
H -1.5613 3.9791 0.8838 0.32
H 0.1961 3.8763 0.9386 0.39
H -1.1787 2.0270 4.8681 0.36
H 0.0153 3.2617 4.4211 0.35
H 0.4578 1.5511 4.4358 0.24
H -3.2205 2.8645 2.4388 0.43
H -3.0889 1.3239 3.3048 0.31
H -3.1926 1.3270 1.5643 0.26
H 1.3879 3.0206 2.3745 0.21
H 3.7849 3.3358 2.5797 0.36
H 5.3280 1.4474 2.0318 0.34
H 4.3840 -0.6603 1.2105 0.08
H 4.8120 -2.6580 2.0098 0.33
H 4.1585 -4.2550 1.6287 0.35
H 3.2594 -3.1595 2.6857 0.25
H 4.5480 -1.0529 -1.0099 0.36
H 3.6851 -2.1953 -2.0417 0.28
H 5.0284 -2.7552 -1.0332 0.38
H 1.4615 -4.5414 0.3633 0.15
H 2.7214 -4.6829 -0.8666 0.43
H 1.2912 -3.6969 -1.1856 0.04
S -2.4072 -0.7471 5.3837 -0.57
Sb -2.0412 -2.3073 3.7376 0.25
S -2.7849 -1.4620 1.5804 -0.80
S 0.3037 -2.3196 3.2103 -0.70
Cl -0.1261 3.7760 -2.5619 -0.21
C -1.8407 3.5559 -2.7597 0.82
C -2.4829 4.3275 -3.7171 -0.66
C -3.8484 4.2011 -3.9063 -0.40
C -4.5657 3.3004 -3.1306 -0.86
C -3.9165 2.5480 -2.1698 -0.28
C -2.5387 2.6541 -1.9506 -0.01
C -1.8994 1.8282 -0.8988 -0.04
H -1.9043 5.0274 -4.3059 0.42
H -4.3433 4.8081 -4.6545 0.36
H -5.6344 3.1924 -3.2707 0.37
H -4.4687 1.8397 -1.5632 0.44
H -0.9167 2.1740 -0.5932 -0.07
H -2.5431 1.7433 -0.0281 -0.48
```

The value obtained for the HOMO energy (spin up / spin down) is -0.0463 / -0.0442 Ha. As for the multiplicity: 2. The expectation value of S² is 0.7656. The charge is -2. For the largest force on an atom, the calculation gives 1.4 eV/A. Its relative energy (zero: lowest compared OMol25 entry of this formula, charge and spin) is 20.8 kcal/mol. The HOMO-LUMO gap (spin up / spin down) is 0.195 / 0.149 hartree.


# 2
Molecular formula: C22H21Cl5N5OPbSSbSe4
Method: DFT, ωB97M-V with the def2-TZVPD basis set

XYZ file:
```
61
Properties=species:S:1:pos:R:3:mulliken_charge:R:1
Pb -0.7259 0.9096 0.7223 1.49
C 5.1553 -1.9950 1.5749 -1.38
C 4.2709 -1.2377 0.5658 -0.56
N 3.3199 -0.2815 1.1412 -0.02
C 2.1589 -0.6054 1.6529 0.37
S 1.3607 0.7780 2.4833 -0.58
N 1.5775 -1.7778 1.5264 -0.96
N 0.2298 -1.7622 1.5931 0.58
C -0.4516 -2.8271 1.2758 0.71
C 0.2077 -4.1764 1.1538 -1.69
C -1.9583 -2.7307 1.3648 0.38
C -2.7364 -3.8508 1.2031 -0.74
C -4.1065 -3.6874 1.3296 -0.43
C -4.6451 -2.4438 1.5646 -0.92
C -3.7426 -1.3679 1.7278 0.19
N -2.4207 -1.5260 1.7018 0.20
H 5.8860 -2.6405 1.0155 0.36
H 4.5958 -2.6009 2.2773 0.32
H 5.7609 -1.4174 2.1835 0.40
H 3.7043 -1.9539 -0.0153 0.28
H 4.9157 -0.7552 -0.1230 0.54
H 3.6240 0.6523 1.3695 0.21
H 0.0425 -4.8097 2.0058 0.35
H 1.2357 -4.1814 0.8711 0.40
H -0.2809 -4.8285 0.3956 0.36
H -2.3693 -4.8392 1.0001 0.26
H -4.6609 -4.6023 1.3260 0.40
H -5.7160 -2.2969 1.6654 0.43
H -4.0419 -0.3219 1.9319 0.13
Se -2.9490 1.2603 4.4318 -0.36
Sb -5.1156 2.6475 3.7802 0.16
Se -2.0297 2.8858 3.0468 -0.21
Se -3.7640 2.8048 1.4383 -0.28
Se -6.8629 1.0541 3.8424 -0.68
Cl 0.5746 0.2351 -6.6754 -0.26
C 0.6621 -0.3024 -5.0218 0.20
C -0.4509 -0.9120 -4.4453 0.29
Cl -1.8003 -1.5269 -5.3581 -0.23
C -0.5559 -0.9626 -3.0472 0.12
Cl -1.9645 -1.5363 -2.2466 -0.16
C 0.4337 -0.4656 -2.2024 -1.24
O 0.2684 -0.4456 -0.9641 -0.03
C 1.5512 0.1950 -2.8252 0.24
Cl 2.8165 0.7424 -1.7716 -0.15
C 1.6589 0.2409 -4.2050 0.47
Cl 2.9374 1.2266 -4.8780 -0.23
C 2.5259 3.2464 0.3970 -0.67
C 1.1953 3.6529 -0.1060 0.32
C 0.9230 4.9398 -0.5044 -0.79
C -0.3782 4.9188 -1.1267 -0.85
C -0.7659 3.6354 -1.1054 0.46
C -1.9488 3.0993 -1.8275 -1.26
N 0.1675 2.8173 -0.5454 0.35
H 3.1966 2.7485 -0.3528 0.03
H 2.4781 2.5696 1.2340 -0.11
H 3.0448 4.1893 0.7188 0.37
H 1.6494 5.7261 -0.3564 0.38
H -0.9013 5.7367 -1.5785 0.44
H -1.5987 2.4558 -2.7018 0.14
H -2.5992 3.8037 -2.2959 0.38
H -2.5882 2.4970 -1.2324 0.10
```

The value obtained for the HOMO energy is -0.0795 Ha. The charge is -2. For the largest force on an atom, the calculation gives 3.9 eV/A. Its relative energy (zero: lowest compared OMol25 entry of this formula, charge and spin) is 25.3 kcal/mol. The HOMO-LUMO gap is 0.225 hartree.


Number 1: molecular weight 953.097 g/mol. Number 2: molecular weight 1225.576 g/mol.